#P
Computed, not measured: an isolated molecule of C20H31N3O3S, with ωB97M-V with the def2-TZVPD basis set.

ORCA input file:
```
! wB97M-V def2-TZVPD RIJCOSX def2/J DEFGRID3
* xyz 0 1
C -1.28749 0.68953 -2.35302
H -3.19519 -1.24324 -3.37121
H -2.95301 -2.10720 -4.88551
H 0.20783 2.92175 0.62524
C -0.45482 -0.31142 -3.19803
H 0.69015 -2.09722 -2.93752
C 1.91548 0.53011 -2.96798
C -1.17578 0.58830 0.08735
H 1.47722 3.45457 2.65673
C 1.72229 1.54549 -5.63405
H 1.59729 1.78554 4.51487
H 0.51333 2.39069 -4.06547
H -0.78477 -0.91265 2.25469
H 0.21461 1.48522 -1.10767
C 0.55667 1.45093 -4.64905
C 1.05476 1.58267 3.60589
N -0.85768 -0.17815 5.74086
C -1.91938 -2.95572 -3.19158
H 1.56365 2.38891 -6.30848
H -1.77747 0.03152 -4.89132
H -2.21154 -1.70964 5.19353
C 0.98634 2.49727 2.56762
H -0.78536 -3.28267 -1.38705
C -2.15571 -0.62012 5.27540
H 4.04681 0.70439 -3.24464
H -2.74022 -3.61286 -2.89977
C -0.36119 0.95959 1.28776
H 1.75264 0.63014 -6.22623
C 0.28023 2.18821 1.41569
H -0.37052 1.36052 -5.21046
H -1.44860 1.60186 -2.93560
O 1.61102 -0.54722 5.63981
H 3.03915 2.66491 -4.35271
H -1.23098 -3.52990 -3.81616
H -1.88651 -1.91163 -1.31096
C 3.03401 1.70462 -4.87536
H 3.87948 1.69375 -5.56534
N -0.68717 1.03704 -1.08868
H -0.65773 -1.32110 -5.06945
C -0.29563 0.04559 2.33603
C -2.45277 -1.76706 -3.97584
H -2.25740 0.25283 -2.11405
C -1.18998 -2.44497 -1.95903
C 0.41137 0.36774 3.47356
O 0.16944 -2.10112 4.37551
H -0.69668 -0.37258 6.71856
C 3.15661 0.57293 -3.86250
C -0.03479 -1.52748 -2.35214
S 0.43790 -0.77237 4.84790
H -2.92534 -0.26152 5.95551
H -2.32331 -0.18705 4.28991
H 3.23819 -0.37896 -4.38846
H 1.85303 1.49467 -2.42362
N 0.74546 0.29716 -3.78999
C -1.32671 -0.81478 -4.37134
H 2.04146 -0.26562 -2.23811
H 0.45037 -1.19853 -1.43134
O -2.20027 -0.05969 0.18574
*
```

The value obtained for the gap between HOMO and LUMO is 8.8 eV. Its SMILES is CNS(=O)(=O)c1cccc(C(=O)NCC2(N3CCCCC3)CCCCC2)c1. The molar mass comes out at 393.55 g/mol.

Results of the natural (NBO) charge analysis, in e, for atoms 1 through 2:
1 C -0.27
2 H 0.20

=====

#Q
Computed, not measured: an isolated molecule of C20H31N3O3S, with ωB97M-V with the def2-TZVPD basis set.

ORCA input file:
```
! wB97M-V def2-TZVPD RIJCOSX def2/J DEFGRID3
* xyz 0 1
N 0.48080 2.80679 2.79091
C 1.23309 2.40693 3.96566
N -0.59708 1.84102 0.67925
H -0.97986 -0.08613 1.43020
H -3.30476 1.84469 0.94713
O 1.45035 0.73428 1.73285
O 1.68605 2.85673 0.52676
H 0.14079 2.24594 -1.18936
H -2.50372 -3.54689 -3.30249
H -2.31857 2.43522 -1.26631
C 0.87386 -2.04813 -0.51537
H 0.16337 -1.63007 0.18220
C 2.68912 2.86300 3.94087
C -1.42462 0.91766 1.43326
H -1.25829 -2.52481 -4.02833
H -1.49370 3.94168 1.34644
C -0.58472 -4.51425 -3.58835
H -1.87542 4.10661 3.06379
C -1.87243 1.44219 -1.35619
H 3.21023 2.49523 4.82111
C 2.68235 -3.18952 -2.23615
O -2.78931 -1.82305 0.13636
C -0.48367 1.48151 -0.72387
H -1.56461 -3.34891 -1.11318
C -2.77942 0.45287 -0.62101
H 2.75877 3.94827 3.91969
H 1.19418 1.31711 3.98808
H 0.71343 2.79946 4.84467
H -3.79113 0.50959 -1.04237
C 1.32357 -3.30964 -2.50809
H -1.43629 1.28077 2.46158
C -1.44235 -3.29578 -3.27469
H -1.41369 5.53296 2.12407
H 1.51642 -4.95060 -3.85609
C -2.38647 -1.03060 -0.69174
H 0.48912 4.75541 3.51687
H 3.39153 -3.65338 -2.90787
C -1.08530 -2.74489 -1.89364
H 0.98345 -3.44932 -4.60575
C 0.40906 -2.71169 -1.64612
C 3.13548 -2.48829 -1.13459
H 4.19588 -2.39633 -0.95242
S 0.91086 2.01680 1.39103
H -1.79353 1.21907 -2.42191
H -0.91936 -4.98364 -4.51519
C -2.83491 0.86472 0.85513
H 0.02494 0.51265 -0.82890
H 0.86216 4.59295 1.78598
C 2.22449 -1.92028 -0.25916
H 2.54769 -1.36971 0.61063
H 3.16946 2.46612 3.04984
N -1.63210 -1.40556 -1.74311
H -3.41850 0.13261 1.41313
C 0.22745 4.22566 2.59863
C 0.87071 -4.08056 -3.71748
H -0.68159 -5.24468 -2.78290
H -1.27134 -0.71471 -2.37964
C -1.23872 4.46859 2.26027
*
```

The value obtained for the gap between HOMO and LUMO is 9.6 eV. Its SMILES is CCN(CC)S(=O)(=O)N1CCC(C(=O)N[C@H]2CCCc3ccccc32)CC1. The molar mass comes out at 393.55 g/mol.

Results of the natural (NBO) charge analysis, in e, for atoms 1 through 2:
1 N -0.70
2 C -0.21

=====

Which structure is the least stable? The one labeled #P.

=====

#P
Computed, not measured: a structure of composition C31H28AsCuN2O2PS, with ωB97M-V with the def2-TZVPD basis set.

ORCA input file:
```
! wB97M-V def2-TZVPD RIJCOSX def2/J DEFGRID3
* xyz -1 1
H -2.24531 0.00038 1.36657
C -4.27570 -0.55388 1.83450
H -5.89448 -7.16274 -0.96231
C 0.44053 -5.72654 -1.43944
C -4.89150 -6.81119 -0.75603
C -4.32017 -1.70974 -0.68720
O 3.14908 -1.04414 1.02065
C -3.14103 -0.51148 1.02976
H -6.31420 -1.19840 2.00154
C -0.72537 -3.37571 -0.00156
C -2.63755 -1.55750 -3.81464
C 2.56484 -6.20133 -2.49393
C -3.40107 -5.09200 0.03014
As -0.49256 -5.32134 0.23485
C 3.26262 -2.23349 -2.34717
H 2.28693 -5.98379 -0.37879
H -1.22375 -5.54233 -2.78713
H -3.40786 0.54095 -6.35924
H -4.34759 -2.14966 -1.68004
H 0.11559 -5.93557 -4.81083
C -5.42864 -1.17219 1.37839
C 1.95783 -6.18996 -3.74033
N -1.26126 3.60532 -1.19528
C -0.77625 2.94421 -0.37332
C -3.79722 -7.62620 -1.02011
C -3.06875 0.21422 -5.38379
O 1.05293 -1.46527 -2.99372
C -0.16007 -5.72623 -2.69701
S -0.09985 2.00244 0.82921
H -3.26830 -4.09512 0.43142
H -1.35431 -3.05059 0.83009
H -3.94460 -8.61733 -1.43119
H -3.42075 -1.86584 -5.78577
C -3.07788 -1.13651 -5.06175
C 1.92642 -1.52297 -2.13693
H -1.78405 1.45735 -2.50722
C -4.68949 -5.54310 -0.22885
C 1.80727 -5.97351 -1.35216
C -2.60691 1.14105 -4.45826
C -5.45282 -1.74374 0.11084
H 3.05937 -3.27896 -2.57017
C -2.18724 -0.63114 -2.87684
H -6.35902 -2.21100 -0.25660
C 2.96985 -1.29493 -0.15396
C -2.16136 0.72098 -3.21245
H -5.53121 -4.89394 -0.02249
H -2.20578 -3.42258 -1.59425
P -1.58949 -1.08317 -1.21782
C -2.51155 -7.17182 -0.76006
H -4.25768 -0.09138 2.81325
H -2.63071 -2.61915 -3.58519
H 2.54598 -6.35791 -4.63340
C 3.99733 -2.01608 -1.03194
H 4.31788 -2.93182 -0.53418
N 1.83952 -1.00918 -0.87648
C -3.14821 -1.10106 -0.23205
H 3.62905 -6.38325 -2.40831
H -1.66370 -7.81321 -0.97518
H 4.87168 -1.37155 -1.12545
C 0.59324 -5.95486 -3.83934
C -1.28502 -2.89400 -1.33930
H -2.57872 2.19494 -4.70192
H 3.75948 -1.80430 -3.21748
C -2.29804 -5.89684 -0.23998
H -0.56047 -3.03358 -2.13917
Cu 0.23532 0.02720 -0.35934
H 0.25854 -2.93289 0.17928
*
```

The value obtained for the gap between HOMO and LUMO is 7.1 eV. The molar mass comes out at 662.09 g/mol.

Results of the natural (NBO) charge analysis, in e, for atoms 1 through 2:
1 H 0.25
2 C -0.20

=====

#Q
Computed, not measured: a structure of composition C31H28AsCuN2O2PS, with ωB97M-V with the def2-TZVPD basis set.

ORCA input file:
```
! wB97M-V def2-TZVPD RIJCOSX def2/J DEFGRID3
* xyz -1 1
H -4.40013 -2.43256 -1.15364
C -1.72003 0.59261 -4.57852
H -1.58119 -5.80144 -2.99832
C -4.27576 -1.87485 -0.23417
C -5.15622 -7.13630 -1.17557
H -2.27081 -3.57416 -1.63674
H -6.15710 -7.46242 -1.42952
H -3.05997 0.34817 -6.23462
Cu 0.09774 0.34094 -0.42324
C 1.53932 -5.91254 -1.70179
C -3.50926 -1.00316 -4.62812
N 1.89697 -0.48259 -0.66065
C -2.56792 -6.28408 -0.53388
H -1.93472 -8.12010 -1.45635
O 1.25646 -2.15555 -2.10954
C 3.06444 -0.05922 -0.08378
H -0.28889 -5.77626 -5.08522
C -5.20597 -1.13050 1.85276
C -5.33949 -1.81432 0.65111
H 4.87039 -0.20659 -1.21498
H 3.94624 -2.05598 -2.47082
C 1.61553 -5.84289 -4.09927
C 0.22877 -5.82522 -4.13508
H -3.73745 -2.22536 -2.90342
H -0.53520 0.62893 -2.80821
H -2.01166 -0.07502 1.50544
H -1.64988 -3.60326 0.90316
O 3.17804 0.82567 0.73904
C 2.11326 -1.55746 -1.46027
H -4.20284 -8.86027 -2.02433
C -0.95642 -3.81285 0.08279
H 4.85080 -1.23254 0.21171
C -3.67581 -5.51271 -0.19641
N -0.00111 3.59336 -2.51983
C -3.06359 -1.24772 0.05534
C -1.37691 0.16393 -3.30481
H 2.06228 -5.94401 -0.75170
C -0.49989 -5.84159 -2.95639
C -4.00503 -0.51171 2.15828
C 3.58727 -1.96454 -1.44561
H -1.15348 1.39439 -5.03354
H -6.03715 -1.08012 2.54548
C -0.42522 3.04100 -1.59221
C 2.27084 -5.88498 -2.88027
H 2.18312 -5.81222 -5.02084
H -6.27557 -2.30175 0.40353
C -2.10498 -0.83514 -2.66779
C -4.95928 -5.93448 -0.51489
C -2.94500 -0.57129 1.26429
H 0.01749 -3.43496 0.40693
H -3.88888 0.02721 3.09019
C -2.78038 -7.49715 -1.18418
C -1.36045 -3.13852 -1.20918
H -5.80505 -5.31330 -0.24496
As -0.75196 -5.77663 0.00510
C -3.16834 -1.42063 -3.35202
C 0.14910 -5.88282 -1.72664
C -4.06055 -7.91822 -1.50878
P -1.55960 -1.32622 -0.99091
S -1.09888 2.25746 -0.25630
H 3.35328 -5.88791 -2.84300
H -3.55547 -4.56507 0.31180
H -0.56320 -3.23759 -1.94343
H -4.34026 -1.47066 -5.14269
C 4.24639 -0.87645 -0.62168
C -2.78842 0.01202 -5.24126
H 3.65950 -2.95385 -0.98785
*
```

The value obtained for the gap between HOMO and LUMO is 7.0 eV. The molar mass comes out at 662.09 g/mol.

Results of the natural (NBO) charge analysis, in e, for atoms 1 through 2:
1 H 0.20
2 C -0.21

=====

Which structure is the least stable? The one labeled #Q.

=====

#P
Computed, not measured: a cluster of 3 separate species, C4H13NO3 in total, with ωB97M-V with the def2-TZVPD basis set.

ORCA input file:
```
! wB97M-V def2-TZVPD RIJCOSX def2/J DEFGRID3
* xyz 1 2
H 0.59047 2.17763 -0.19801
H 0.78506 -2.54868 2.19749
O -0.31229 0.43981 -2.33429
H 0.59580 -2.30121 -1.10520
H 1.87130 -2.03762 1.01330
H 1.56982 0.27617 1.94808
C -0.60223 -0.59932 -1.82385
O 0.15615 2.73207 0.44733
C 0.99489 -1.68326 1.57312
H -0.68104 -0.24174 0.81583
C -0.20068 -1.22359 0.64545
H 1.25652 -0.80250 -0.91508
H -0.97072 2.70302 -2.52249
N 1.30495 -0.56888 2.46876
H -1.61509 -1.01355 -2.02517
H -2.35781 2.35123 -1.65496
H -0.65090 3.03692 -0.00749
O -1.50558 2.80936 -1.71529
H 0.46384 -0.30379 2.99517
C 0.26897 -1.29770 -0.79878
H -0.96144 -1.90437 0.99609
*
```

The value obtained for the gap between HOMO and LUMO (spin up / spin down) is 10.7 / 5.1 eV. The molar mass comes out at 123.15 g/mol. As for the expectation value of S²: 0.7550.

Results of the natural (NBO) charge analysis, in e, for atoms 1 through 2:
1 H 0.46
2 H 0.25

=====

#Q
Computed, not measured: a cluster of 3 separate species, C4H13NO3 in total, with ωB97M-V with the def2-TZVPD basis set.

ORCA input file:
```
! wB97M-V def2-TZVPD RIJCOSX def2/J DEFGRID3
* xyz 1 2
O 1.78715 1.40703 -0.72221
H -0.26197 -0.02421 0.38550
H -2.03011 -1.16204 1.42736
H -2.41858 1.86589 1.03272
C -1.87641 1.00841 1.42915
H 1.29138 -0.80366 -2.33823
H 4.15701 -3.87737 -0.04237
H 0.82426 2.70639 -1.84617
H 0.18354 1.40239 1.55021
C -2.66890 -0.28640 1.27839
H -1.24267 2.40831 -0.64487
H -3.50243 -0.47698 1.94773
H -1.69996 1.16048 2.49381
H 2.81015 -3.99251 -0.60747
C -0.45823 0.96101 0.79666
C 0.75100 2.06647 -0.94499
H 2.68598 -0.97749 -2.46910
O 1.90915 -1.37569 -2.83849
H -3.08933 -0.32250 0.26804
N -0.38177 1.95637 -0.35028
O 3.23076 -3.64388 0.19463
*
```

The value obtained for the gap between HOMO and LUMO (spin up / spin down) is 9.2 / 4.3 eV. The molar mass comes out at 123.15 g/mol. As for the expectation value of S²: 0.7550.

Results of the natural (NBO) charge analysis, in e, for atoms 1 through 2:
1 O -0.05
2 H 0.24

=====

Which structure is the least stable? The one labeled #P.